Record 1
22
Properties=species:S:1:pos:R:3:forces:R:3 method="wB97M-V/def2-TZVPD" energy_ha=-346.329843 lumo_ev=1.114 total_charge=0 de_lowest_kcal_mol=123.8 molar_mass_g_mol=114.2
C 1.2338 -0.9912 -0.5571 0.31 1.41 0.48
C 0.6323 0.9622 -0.4355 2.92 -1.30 -0.32
C -1.0702 -0.6393 -0.2851 -1.19 3.67 -0.02
C 1.5168 1.8730 0.3602 0.00 -0.28 0.06
C -1.6435 1.2399 -0.2797 -1.95 -2.78 0.35
C -1.8606 -1.4916 0.6693 -0.30 0.22 0.00
N 0.2482 -0.2876 0.1249 -0.06 -0.56 -0.91
N 2.2719 -1.5779 0.1363 0.34 0.08 0.11
H 1.1800 -1.2009 -1.6239 -0.27 -0.02 0.15
H 0.5634 1.1484 -1.5092 -0.38 -0.31 0.23
H -1.1930 -0.8902 -1.3440 0.23 -0.11 0.05
H 2.5990 -2.4759 -0.1868 0.05 0.17 -0.02
H 2.2327 -1.4763 1.1398 -0.13 -0.12 -0.11
H 1.2613 1.8358 1.4218 -0.08 0.01 -0.03
H 1.4143 2.9037 0.0168 -0.01 0.01 -0.04
H 2.5741 1.5989 0.2757 0.09 0.10 0.03
H -2.9292 -1.3166 0.5087 0.06 -0.14 -0.04
H -1.6037 1.5264 0.7689 0.11 0.07 -0.02
H -2.6726 0.9519 -0.5103 -0.40 0.29 0.24
H -1.4451 2.0839 -0.9431 0.56 -0.50 -0.04
H -1.6352 -1.2139 1.6995 0.06 0.02 -0.05
H -1.6747 -2.5629 0.5528 0.04 0.07 -0.08

Record 2
27
Properties=species:S:1:pos:R:3:forces:R:3 method="wB97M-V/def2-TZVPD" smiles="C/C=C/C(C)=C/N.O.O.O" energy_ha=-519.173432 lumo_ev=0.499 total_charge=0 de_lowest_kcal_mol=96.2 molar_mass_g_mol=151.2
C 0.0258 3.2238 0.0978 0.43 2.26 -1.46
C 0.1441 1.8098 0.3241 0.87 -3.45 0.85
C -0.6755 0.8116 -0.1476 1.36 1.26 1.45
C -0.6296 -0.6452 0.2439 4.23 4.85 -2.30
C 0.6371 -1.2494 -0.2021 -1.85 -4.00 -0.64
C -1.5757 -1.2888 0.7534 -3.96 -3.76 2.48
N -1.4763 -2.6808 1.0589 -1.01 -0.33 0.55
H -0.2253 3.7726 0.9656 -1.56 0.12 1.36
H -0.6409 3.4005 -0.7273 -0.72 0.41 -0.09
H 0.8595 3.9376 -0.0784 0.73 -1.50 -0.68
H 1.0042 1.5480 1.0226 -1.25 -0.06 -0.71
H -1.3705 1.0636 -0.9060 -0.99 0.50 -0.53
H 1.4066 -0.6043 -0.2643 2.35 2.55 -0.85
H 0.3761 -1.7743 -1.1937 1.05 0.72 1.25
H 1.0647 -2.0127 0.4500 -0.43 -0.40 0.16
H -2.6059 -0.8967 0.9482 1.18 -0.20 -0.13
H -0.6117 -3.2416 1.2345 -1.08 1.53 -0.22
H -2.2439 -2.9019 1.6964 0.77 -0.47 -0.35
O 0.8805 -0.3181 3.4505 3.36 -1.49 0.64
H 1.4222 0.2269 2.8802 -0.50 0.28 -0.14
H -0.0013 -0.0951 3.4381 -2.85 1.17 -0.53
O -1.2317 -2.0764 -3.0760 1.16 -0.18 0.98
H -0.6077 -1.3593 -2.8174 -0.79 -0.68 -0.38
H -0.9352 -2.8248 -2.5000 -0.54 0.85 -0.74
O 2.3561 1.7346 -2.0427 -3.09 3.27 1.31
H 1.6234 1.2411 -2.3667 -1.32 -0.31 -0.22
H 3.0310 1.1993 -2.2418 4.46 -2.94 -1.06